{
  "formula": "CH5N2O",
  "method": "ωB97M-V/def2-TZVPD",
  "species": ["C", "N", "N", "O", "H", "H", "H", "H", "H"],
  "xyz": [[-1.483, 0.273, -0.008], [0.456, -0.728, -0.173], [-0.568, -0.616, 0.648], [2.527, 0.354, 0.109], [-2.452, 0.472, 0.665], [-0.974, 1.298, -0.075], [-1.880, -0.087, -0.934], [3.166, 0.284, -0.625], [1.208, -1.249, 0.391]],
  "atomic_forces_ev_per_a": [[-2.276, 2.684, 2.219], [-2.046, -1.540, 3.427], [3.670, -0.147, -2.411], [0.745, 0.092, 0.025], [1.970, -0.537, -1.113], [-0.799, -1.390, -0.350], [0.162, -0.138, -0.872], [-0.475, 0.029, 0.346], [-0.950, 0.947, -1.271]],
  "homo_lumo_gap_ev": [6.92, 6.92],
  "e_homo_ev": [-2.441, -2.440],
  "energy_ev": -6142.9211,
  "charge": -1,
  "e_above_lowest_kj_mol": 325.93,
  "lumo_energy_ev": [4.483, 4.483]
}